C29H73N3O5 | ωB97M-V with the def2-TZVPD basis set

**Largest force on an atom**: 2.155 eV/A
**Lowest unoccupied orbital energy**: 0.54 eV
**Net charge**: 0
**Total energy**: -45961.06980 eV
**SMILES string**: CCN(CC)CC.CCN(CC)CC.CCN(CC)CC.C1CCOC1.C1CCOC1.CO.CO.CO
**E_HOMO**: -0.2773 hartree
**ΔE to the lowest compared entry with this formula, charge and spin**: 0.0 kcal per mole

The geometry in XYZ format:
```
110
Properties=species:S:1:pos:R:3:forces:R:3
C 15.680111 16.250059 -11.140752 -0.1 0.0 -0.7
C 14.914054 15.260692 -12.040177 -0.2 0.3 0.8
N 15.864334 14.610045 -12.919249 0.5 -0.1 -0.9
C 15.249678 13.740467 -13.930384 -1.3 -0.3 1.7
C 14.110888 14.384189 -14.721463 1.1 0.1 -1.1
C 16.879847 13.859956 -12.173449 0.0 0.3 0.7
C 16.267099 12.957166 -11.081753 0.6 0.0 -0.4
H 16.242417 16.846264 -11.863760 0.6 -0.1 0.4
H 16.285603 15.666181 -10.447910 0.4 0.4 -0.1
H 15.138391 16.989142 -10.552541 -0.6 -0.4 -0.1
H 14.390800 14.511266 -11.425191 -0.2 0.2 0.0
H 14.157190 15.786968 -12.615965 0.1 0.0 -0.1
H 16.026425 13.272797 -14.530843 0.0 0.5 -0.4
H 14.788630 12.884403 -13.403311 0.0 -0.1 -0.1
H 13.221581 14.729543 -14.204187 0.1 -0.3 0.5
H 14.523549 15.242309 -15.261344 -0.2 0.0 -0.1
H 13.795421 13.655146 -15.470249 -0.1 0.1 0.0
H 17.580443 14.554512 -11.702929 -0.1 0.1 0.0
H 17.514775 13.306571 -12.865145 -0.3 -0.2 -0.1
H 15.531750 12.300726 -11.542544 -0.1 -0.2 0.3
H 15.790771 13.540484 -10.294627 -0.1 0.0 0.0
H 17.038324 12.364107 -10.586670 0.0 -0.1 -0.2
C 10.895344 17.479188 -2.925406 0.8 0.5 -0.6
C 10.992246 18.966890 -3.236111 -0.3 0.9 0.2
N 11.572431 19.264159 -4.539310 1.0 -1.3 -0.4
C 11.025195 18.461567 -5.650098 0.8 0.8 0.1
C 9.566220 18.681204 -5.963434 -0.6 -0.3 -0.6
C 12.043850 20.622535 -4.772437 -0.2 -0.5 0.5
C 10.985945 21.606168 -5.246120 0.5 0.8 0.0
H 11.881850 17.065104 -3.157446 -0.2 -0.3 0.0
H 10.167202 17.016490 -3.584247 -0.2 -0.4 0.3
H 10.729564 17.288144 -1.869509 -0.4 0.0 0.0
H 10.018225 19.471006 -3.148947 -0.2 -0.2 0.2
H 11.619353 19.447055 -2.479217 0.1 0.0 0.0
H 11.629460 18.626637 -6.550474 0.0 0.3 0.1
H 11.224560 17.410974 -5.431868 -0.3 0.0 0.2
H 9.246012 17.832416 -6.579022 -0.3 0.0 0.3
H 8.960175 18.775088 -5.062162 -0.1 -0.3 0.0
H 9.330826 19.553148 -6.572967 0.4 0.2 0.1
H 12.889724 20.591812 -5.466755 -0.2 0.0 -0.3
H 12.494863 20.920062 -3.820420 -0.2 0.3 0.0
H 10.177580 21.766984 -4.532977 -0.2 -0.5 -0.1
H 10.628300 21.311273 -6.227974 -0.3 0.0 0.0
H 11.417894 22.607469 -5.366011 0.2 -0.1 -0.1
C 12.659904 13.673809 -4.677788 0.3 -0.3 0.2
C 11.164116 13.832459 -4.790275 -0.8 -0.2 -0.6
N 10.362952 13.182823 -3.756252 0.2 0.6 0.8
C 10.750145 11.813003 -3.433289 0.9 0.4 -0.7
C 10.516696 10.794504 -4.572248 -0.7 0.0 1.6
C 8.949473 13.343420 -4.062049 -0.3 -0.7 0.7
C 8.073519 12.793238 -2.932763 -0.2 -0.2 0.6
H 13.170326 14.309531 -5.402252 -0.2 -0.2 0.1
H 12.953211 12.640277 -4.881325 0.1 0.0 0.0
H 13.046163 13.920453 -3.686612 -0.1 0.1 0.1
H 10.889964 14.894292 -4.815966 0.1 0.0 0.4
H 10.784768 13.511841 -5.779980 0.7 -0.3 0.5
H 11.824050 11.839956 -3.229466 0.0 0.0 0.1
H 10.303357 11.536362 -2.481977 -0.3 -0.3 -0.1
H 9.432960 10.683012 -4.653977 0.1 0.0 -0.7
H 11.005879 11.108137 -5.487312 -0.1 -0.1 -0.2
H 10.854570 9.816081 -4.226716 0.3 0.0 -0.3
H 8.732562 12.835165 -5.013472 -0.3 0.3 -0.1
H 8.677105 14.394874 -4.126562 0.4 0.2 -0.4
H 8.510017 13.034963 -1.959162 0.2 0.1 -0.1
H 7.920956 11.711414 -2.925445 0.2 0.0 -0.2
H 7.074400 13.232600 -2.880193 0.0 0.1 -0.5
C 9.828467 14.457574 -8.539842 -0.5 0.9 0.1
O 10.297380 14.676748 -7.219301 -0.4 0.4 -0.9
H 10.629430 14.658495 -9.255266 -0.1 -0.6 -0.2
H 9.349617 13.480032 -8.607547 0.5 -0.2 -0.2
H 9.023232 15.163125 -8.805547 0.1 0.1 0.2
H 11.155083 15.133764 -7.275046 -0.1 -0.2 0.1
C 14.911877 17.077249 -3.866588 0.3 -0.5 -0.8
O 13.864597 17.220865 -4.820758 -0.3 0.3 0.3
H 14.696694 17.336370 -2.827292 -0.4 0.2 -0.2
H 15.122685 16.005771 -3.907549 0.4 0.2 0.2
H 15.777083 17.654078 -4.215721 0.1 -0.2 0.3
H 13.364181 18.040473 -4.655782 -0.2 0.0 0.0
C 13.784932 15.608773 -8.372944 0.6 -0.5 0.2
O 12.927366 15.607627 -7.244887 0.2 0.4 -0.2
H 14.388140 16.513499 -8.473716 -0.5 0.3 0.0
H 14.537381 14.811258 -8.289220 -0.2 -0.2 -0.1
H 13.179778 15.412184 -9.254411 0.1 0.2 -0.1
H 13.391049 16.005600 -6.495301 -0.1 0.2 0.2
C 17.057959 17.567391 -7.158147 -0.2 -0.7 0.6
C 16.119591 18.777326 -7.066770 0.5 0.5 -0.6
C 16.970996 19.907976 -6.430325 -0.4 -0.7 -0.5
O 18.307906 19.462585 -6.511109 0.3 0.2 0.3
C 18.367369 18.041570 -6.504791 -0.4 0.1 -0.7
H 17.233665 17.197559 -8.168296 -0.1 0.4 -0.2
H 16.617950 16.703419 -6.650393 0.2 0.1 0.2
H 15.199356 18.624676 -6.508410 0.0 -0.3 -0.1
H 15.913117 19.062837 -8.098469 -0.5 0.2 0.1
H 16.655553 20.122142 -5.405515 0.1 0.0 0.1
H 16.866060 20.807586 -7.033655 0.2 0.2 0.2
H 18.483022 17.610481 -5.509060 0.1 0.2 0.2
H 19.223720 17.788554 -7.123790 0.2 -0.2 0.2
C 15.682523 10.253089 -7.647281 -0.5 0.8 0.5
C 14.589680 10.687817 -6.643899 0.6 -0.4 0.1
C 13.688314 11.517571 -7.532131 0.0 0.0 1.0
O 13.588870 10.735211 -8.698039 -0.5 0.4 -0.7
C 14.850631 10.175725 -8.962084 1.7 -0.7 0.7
H 16.185762 9.321956 -7.398452 -0.1 -0.1 0.0
H 16.433710 11.046546 -7.646167 0.1 -0.1 -0.4
H 14.942925 11.246738 -5.776393 0.2 -0.1 0.0
H 14.088104 9.777927 -6.308091 -0.3 0.2 0.1
H 14.107869 12.518388 -7.699153 0.2 -0.1 -0.3
H 12.729203 11.700672 -7.046610 -0.3 -0.3 -0.5
H 15.447246 10.654406 -9.741900 -0.6 0.4 -0.3
H 14.771340 9.121360 -9.229599 -0.5 0.0 -0.2
```
Forces are in eV/Å.

Here are the Mulliken charges for atoms 1 to 4, given in e: C -1.30; C -0.58; N 0.08; C -0.27